(1)
C4H5NO | the ωB97M-V functional and the def2-TZVPD basis

```
11
Properties=species:S:1:pos:R:3:nbo_charge:R:1
C -1.261 1.114 0.618 -0.369
C -0.560 0.006 0.673 -0.168
C 0.937 0.091 0.355 -0.519
C 1.241 -0.776 -0.808 0.172
N 0.677 -1.481 -1.563 0.190
O 0.334 -2.178 -2.492 -0.395
H -2.299 0.999 0.708 0.201
H -0.841 2.062 0.607 0.194
H -0.912 -1.001 0.509 0.208
H 1.192 1.183 0.079 0.236
H 1.493 -0.020 1.315 0.249
```

Results
E_HOMO, eV: -9.7
SMILES: C=CCC#[N+][O-]
LUMO energy, eV: 0.6
Orbital gap, Ha: 0.3773
Molecular weight, g/mol: 83.090

(2)
C4H11N2 | the ωB97M-V functional and the def2-TZVPD basis

```
17
Properties=species:S:1:pos:R:3:nbo_charge:R:1
C 1.754 1.437 0.266 -0.636
C 1.347 0.610 -0.952 -0.425
C 0.549 -0.651 -0.666 -0.212
N -0.636 -0.330 0.169 -0.503
C -1.652 -1.129 0.312 0.401
N -2.750 -0.871 0.984 -0.716
H 1.553 2.493 0.111 0.236
H 1.266 1.182 1.214 0.192
H 2.825 1.361 0.455 0.244
H 0.755 1.217 -1.645 0.218
H 2.206 0.314 -1.547 0.246
H 0.174 -1.071 -1.603 0.223
H 1.130 -1.409 -0.150 0.217
H -0.605 0.544 0.678 0.422
H -1.550 -2.103 -0.151 0.226
H -3.518 -1.529 0.941 0.440
H -2.847 -0.065 1.583 0.427
```

Results
E_HOMO, eV: -15.2
SMILES: CCCNC=[NH2+]
Total charge: +1
LUMO energy, eV: -3.5
Orbital gap, Ha: 0.4282
Molecular weight, g/mol: 87.146

(3)
C8H23BN5O10 | the ωB97M-V functional and the def2-TZVPD basis

```
47
Properties=species:S:1:pos:R:3:nbo_charge:R:1
O 1.871 2.422 -1.589 -0.925
B 0.619 2.389 -2.160 1.155
O -0.381 3.080 -1.540 -0.869
C 0.296 1.536 -3.463 -0.616
C 0.619 0.002 -3.194 -0.395
C 1.927 -0.190 -3.946 -0.239
N 1.627 0.571 -5.187 -0.494
C 1.244 1.917 -4.616 -0.207
H 2.381 3.167 -1.939 0.513
H -0.994 3.393 -2.227 0.504
H -0.756 1.554 -3.701 0.248
H 0.756 -0.141 -2.134 0.245
H -0.174 -0.620 -3.579 0.246
H 2.663 0.343 -3.368 0.233
H 2.237 -1.210 -4.100 0.252
H 2.462 0.693 -5.759 0.444
H 0.849 0.152 -5.690 0.440
H 0.852 2.532 -5.410 0.243
H 2.145 2.333 -4.200 0.217
C -0.399 2.005 1.413 -0.490
N -1.100 2.048 2.725 0.536
O -0.584 2.678 3.623 -0.370
O -2.149 1.442 2.801 -0.377
H 0.515 2.580 1.489 0.237
H -0.191 0.961 1.197 0.221
H -1.066 2.430 0.674 0.244
C -1.127 2.162 6.787 -0.483
N -0.636 2.312 8.185 0.532
O 0.168 3.193 8.409 -0.374
O -1.076 1.536 9.006 -0.378
H -0.654 2.913 6.170 0.237
H -0.867 1.162 6.456 0.230
H -2.205 2.290 6.805 0.235
C -2.190 -2.161 -0.281 -0.491
N -1.475 -2.444 -1.557 0.541
O -1.976 -2.063 -2.600 -0.400
O -0.428 -3.048 -1.471 -0.386
H -3.103 -1.624 -0.510 0.232
H -2.395 -3.118 0.191 0.271
H -1.525 -1.570 0.341 0.233
C 1.088 -5.792 0.996 -0.483
N -0.019 -4.847 1.308 0.542
O -1.110 -5.073 0.827 -0.384
O 0.247 -3.903 2.022 -0.381
H 0.701 -6.572 0.353 0.235
H 1.868 -5.223 0.503 0.234
H 1.444 -6.196 1.938 0.243
```

Results
E_HOMO, eV: -12.0
Total charge: +1
LUMO energy, eV: -3.4
Orbital gap, Ha: 0.3139
Molecular weight, g/mol: 360.109

(4)
C26H29N3NiO6S2 | the ωB97M-V functional and the def2-TZVPD basis

```
67
Properties=species:S:1:pos:R:3:nbo_charge:R:1
Ni 0.500 -1.191 -0.477 1.527
O 2.182 0.026 -0.327 -0.772
C 1.984 1.378 -0.759 0.223
C -0.341 1.733 -0.768 0.079
N -0.950 0.449 -0.411 -0.520
C -1.913 0.100 -1.461 -0.348
C -1.161 -0.492 -2.664 0.760
O -1.559 -0.281 -3.790 -0.632
O -0.141 -1.219 -2.325 -0.878
C -1.456 0.452 0.969 -0.352
C -0.401 -0.050 1.962 0.774
O -0.438 0.332 3.112 -0.636
O 0.431 -0.915 1.462 -0.893
H 2.226 0.032 0.646 0.520
H 1.862 1.330 -1.841 0.173
H 2.852 1.975 -0.494 0.180
H -0.216 1.758 -1.854 0.187
H -0.986 2.554 -0.451 0.201
H -2.520 0.949 -1.781 0.208
H -2.579 -0.676 -1.079 0.214
H -2.291 -0.248 1.039 0.217
H -1.796 1.441 1.282 0.216
O 0.889 1.946 -0.132 -0.525
S -0.600 4.430 1.538 0.221
C -1.840 5.079 2.692 -0.554
C -3.128 5.505 2.033 -0.049
C -3.845 4.623 1.226 -0.169
C -5.013 5.026 0.599 -0.210
C -5.486 6.324 0.769 -0.223
C -4.785 7.206 1.576 -0.203
C -3.612 6.796 2.202 -0.219
C -0.422 5.842 0.411 -0.550
C 0.605 5.436 -0.611 -0.044
C 0.201 4.908 -1.833 -0.168
C 1.135 4.441 -2.750 -0.224
C 2.490 4.501 -2.451 -0.229
C 2.903 5.034 -1.235 -0.214
C 1.965 5.496 -0.321 -0.197
H -1.401 5.911 3.244 0.218
H -2.006 4.261 3.396 0.248
H -3.474 3.613 1.087 0.204
H -5.557 4.330 -0.026 0.211
H -6.394 6.643 0.273 0.215
H -5.145 8.217 1.717 0.214
H -3.067 7.491 2.831 0.210
H -0.117 6.716 0.988 0.221
H -1.384 6.042 -0.062 0.227
H -0.858 4.859 -2.066 0.207
H 0.804 4.036 -3.699 0.219
H 3.221 4.139 -3.163 0.217
H 3.958 5.091 -0.998 0.215
H 2.289 5.898 0.633 0.216
N -0.876 -8.084 0.016 -0.753
C 0.333 -7.573 -0.257 0.087
S 1.647 -8.515 -0.555 -0.106
C 0.393 -6.074 -0.286 -0.058
C -0.733 -5.300 -0.541 -0.232
C -0.618 -3.924 -0.570 0.067
N 0.534 -3.297 -0.343 -0.525
C 1.621 -4.037 -0.102 0.077
C 1.595 -5.416 -0.072 -0.207
H -0.967 -9.086 0.050 0.417
H -1.651 -7.517 0.311 0.397
H -1.693 -5.744 -0.767 0.222
H -1.475 -3.301 -0.793 0.211
H 2.541 -3.499 0.084 0.212
H 2.495 -5.984 0.115 0.257
```

Results
Spin multiplicity: 3
E_HOMO (spin up / spin down), eV: -8.6 / -8.6
Expectation value of S²: 2.00
LUMO energy (spin up / spin down), eV: -1.0 / -1.0
Orbital gap (spin up / spin down), Ha: 0.2793 / 0.2803
Molecular weight, g/mol: 602.360

(5)
C3H7N3O | the ωB97M-V functional and the def2-TZVPD basis

```
14
Properties=species:S:1:pos:R:3:nbo_charge:R:1
C -1.454 -0.743 -1.112 -0.512
N -0.193 -0.332 -0.728 -0.126
N -0.038 0.332 0.272 -0.143
C -1.135 0.900 1.062 -0.526
H -2.301 -0.047 -1.182 0.213
H -1.380 -1.187 -2.177 0.223
H -1.776 -1.564 -0.371 0.228
H -0.716 1.148 2.066 0.231
H -1.139 1.780 0.340 0.243
H -2.179 0.436 1.205 0.212
N 2.707 -0.263 0.782 -0.802
C 3.545 -0.156 -0.050 0.848
O 4.401 -0.044 -0.799 -0.529
H 1.658 -0.261 0.692 0.441
```

Results
E_HOMO, eV: -9.5
SMILES: C/N=N\C.N=C=O
LUMO energy, eV: 0.5
Orbital gap, Ha: 0.3667
Molecular weight, g/mol: 101.109

(6)
C5H6IN2 | the ωB97M-V functional and the def2-TZVPD basis

```
14
Properties=species:S:1:pos:R:3:nbo_charge:R:1
C 1.467 -0.476 -0.469 -0.153
C 2.631 -0.065 -0.323 -0.065
C 0.235 0.380 -0.203 0.428
C -0.150 1.673 0.321 -0.739
C -1.764 -1.324 -0.063 -0.447
N 0.654 -1.554 -0.371 -0.037
N -0.424 -0.790 -0.139 -0.136
I 4.509 0.424 -0.002 0.529
H 0.340 1.929 1.261 0.291
H -1.254 1.729 0.522 0.266
H 0.067 2.541 -0.410 0.293
H -2.097 -1.626 -1.065 0.258
H -1.732 -2.252 0.423 0.257
H -2.484 -0.588 0.518 0.255
```

Results
E_HOMO (spin up / spin down), eV: -13.6 / -12.5
Total charge: +1
LUMO energy (spin up / spin down), eV: -5.2 / -6.1
Orbital gap (spin up / spin down), Ha: 0.3086 / 0.2347
Molecular weight, g/mol: 221.021